Entry 1:
# C28H62Cl10N6O6

A 11-piece molecular cluster, C28H62Cl10N6O6 overall at a distorted geometry (ωB97M-V/def2-TZVPD, OMol25).

The frontier orbital gap is 9.52 eV. The energy is -176494.1722 eV. For the molecular weight, the calculation gives 933.37 Da. As for the SMILES: CNC(C)=O.CNC(C)=O.CNC(C)=O.CNC(C)=O.CNC(C)=O.CNC(C)=O.ClCCCl.ClCCCl.ClCCCl.ClCCCl.ClCCCl. The LUMO energy comes out at 0.3 eV.

Each line ends with the Löwdin charge.
Geometry (Å):
C 2.399 -0.638 3.275  -0.03
N 3.158 -0.882 2.000  0.04
C 4.131 -1.886 1.926  -0.48
C 4.944 -1.772 0.574  0.03
O 4.380 -2.693 2.790  0.03
H 2.848 -1.404 3.997  0.09
H 1.342 -0.768 3.208  0.05
H 2.538 0.303 3.760  0.05
H 3.222 -0.234 1.272  0.04
H 5.604 -0.917 0.602  0.08
H 4.299 -1.707 -0.236  0.02
H 5.487 -2.706 0.441  0.08
C -5.458 -1.804 -1.204  -0.07
N -4.489 -2.195 -0.186  0.00
C -3.102 -2.384 -0.402  -0.54
C -2.386 -3.020 0.758  -0.01
O -2.605 -2.179 -1.483  0.03
H -6.520 -1.810 -0.762  0.12
H -5.384 -2.447 -2.060  0.07
H -5.329 -0.788 -1.463  0.03
H -4.785 -2.620 0.698  0.13
H -2.755 -2.814 1.797  0.10
H -1.333 -2.809 0.690  0.04
H -2.424 -4.151 0.629  0.11
C -2.680 -1.598 -5.095  -0.09
N -3.180 -0.641 -4.093  0.05
C -4.005 0.446 -4.262  -0.49
C -4.592 0.674 -5.677  0.00
O -4.303 1.232 -3.343  -0.01
H -2.024 -1.159 -5.804  0.08
H -3.459 -2.097 -5.623  0.07
H -2.187 -2.442 -4.709  -0.01
H -3.016 -0.871 -3.131  0.08
H -4.771 1.770 -5.737  0.09
H -5.457 0.036 -5.744  0.08
H -3.976 0.359 -6.523  0.07
C 2.949 -3.223 6.609  -0.11
N 2.790 -3.718 5.287  0.00
C 1.544 -4.006 4.879  -0.52
C 1.292 -4.293 3.388  0.01
O 0.639 -4.111 5.728  0.00
H 2.258 -2.364 6.923  0.11
H 3.903 -2.670 6.540  0.09
H 2.919 -3.959 7.402  0.08
H 3.569 -3.728 4.683  0.09
H 0.985 -5.296 3.222  0.06
H 2.274 -4.179 2.855  0.07
H 0.588 -3.605 2.877  0.07
C -4.574 1.628 -0.077  -0.06
N -3.984 1.565 1.210  0.03
C -2.834 0.936 1.435  -0.58
C -2.212 1.075 2.772  0.01
O -2.308 0.260 0.608  0.05
H -4.101 0.963 -0.762  0.05
H -4.404 2.649 -0.428  0.07
H -5.651 1.432 -0.007  0.10
H -4.390 1.980 2.023  0.14
H -2.843 0.810 3.597  0.09
H -1.894 2.047 2.998  0.01
H -1.264 0.561 2.793  0.08
C 0.864 -1.459 -0.478  -0.02
N 0.649 -0.246 0.367  0.05
C 1.494 0.807 0.321  -0.56
C 1.043 2.046 1.012  -0.04
O 2.616 0.750 -0.157  -0.01
H 0.996 -2.337 0.203  0.09
H 1.699 -1.273 -1.162  0.07
H -0.035 -1.481 -1.096  0.07
H -0.245 -0.022 0.774  0.08
H -0.015 2.230 0.949  0.02
H 1.581 2.953 0.611  0.08
H 1.269 2.014 2.064  0.01
Cl 0.581 4.189 -2.005  0.52
C -0.804 2.989 -1.734  -0.58
C -2.070 3.430 -2.393  -0.61
Cl -2.688 4.914 -1.596  0.54
H -0.896 2.933 -0.681  0.01
H -0.473 2.030 -2.031  0.06
H -2.830 2.719 -2.476  0.02
H -1.780 3.809 -3.357  0.06
Cl 2.994 5.735 1.684  0.58
C 4.037 5.781 0.249  -0.62
C 4.537 4.370 -0.035  -0.57
Cl 5.604 3.697 1.333  0.47
H 4.890 6.432 0.496  0.07
H 3.447 6.208 -0.576  0.08
H 5.187 4.292 -0.859  0.05
H 3.721 3.674 0.013  0.02
Cl 3.593 2.389 -4.275  0.57
C 3.053 1.211 -3.104  -0.72
C 3.885 -0.040 -3.286  -0.60
Cl 3.357 -0.839 -4.840  0.50
H 1.968 1.138 -3.218  0.06
H 3.238 1.733 -2.155  0.04
H 3.884 -0.712 -2.431  0.06
H 4.857 0.276 -3.641  0.04
Cl 1.911 3.509 3.951  0.61
C 0.625 4.538 4.517  -0.68
C -0.002 5.447 3.493  -0.60
Cl -1.036 4.538 2.300  0.58
H 1.041 5.065 5.392  0.08
H -0.115 3.837 4.916  0.06
H 0.786 6.006 2.918  0.02
H -0.654 6.131 4.025  0.07
Cl -1.210 -4.345 -6.019  0.58
C -1.231 -5.011 -4.336  -0.60
C -0.102 -4.403 -3.483  -0.71
Cl 0.085 -5.093 -1.900  0.60
H -1.091 -6.040 -4.324  0.04
H -2.234 -4.827 -3.963  0.07
H -0.214 -3.327 -3.359  0.05
H 0.852 -4.505 -4.054  0.08

Entry 2:
# C28H62FN9O8

A 8-piece molecular cluster, C28H62FN9O8 overall at a distorted geometry (ωB97M-V/def2-TZVPD, OMol25).

The frontier orbital gap is 9.43 eV. The energy is -62553.0045 eV. For the molecular weight, the calculation gives 671.86 Da. As for the SMILES: C[C@@H](F)C[C@@H]1C[C@H](N)NC1=O.CNC(C)=O.CNC(C)=O.CNC(C)=O.CNC(C)=O.CNC(C)=O.CNC(C)=O.CNC(C)=O. The LUMO energy comes out at 0.6 eV.

Each line ends with the Löwdin charge.
Geometry (Å):
C -5.574 0.051 -1.596  -0.03
C -4.814 -0.260 -2.903  -0.37
F -5.401 0.536 -3.867  -0.02
C -3.343 0.112 -2.736  -0.09
C -2.359 -0.707 -3.618  -0.18
C -2.330 -2.236 -3.406  -0.07
C -1.244 -2.518 -2.327  -0.36
N -1.718 -2.509 -0.944  0.08
N -0.296 -1.392 -2.463  0.09
C -0.980 -0.288 -3.015  -0.45
O -0.575 0.834 -2.968  0.09
H -4.982 -0.282 -0.744  0.07
H -5.608 1.138 -1.522  0.08
H -6.571 -0.380 -1.597  0.07
H -4.959 -1.297 -3.198  0.13
H -3.048 -0.074 -1.702  0.10
H -3.155 1.165 -2.933  0.13
H -2.334 -0.404 -4.662  0.14
H -2.033 -2.847 -4.254  0.11
H -3.299 -2.473 -2.961  0.10
H -0.615 -3.394 -2.490  0.14
H -2.697 -2.789 -0.940  0.03
H -1.707 -1.544 -0.637  0.05
H 0.508 -1.527 -3.062  0.14
C -0.352 1.119 0.404  -0.06
N 0.280 -0.135 0.790  0.03
C 0.990 -0.396 1.912  -0.56
C 1.161 0.729 2.906  -0.01
O 1.473 -1.504 2.105  0.01
H -1.424 0.963 0.281  0.06
H 0.071 1.445 -0.547  0.07
H -0.188 1.887 1.154  0.07
H 0.202 -0.927 0.167  0.11
H 1.746 0.367 3.748  0.07
H 1.687 1.569 2.448  0.08
H 0.192 1.062 3.278  0.08
C 4.191 -0.174 7.208  -0.07
N 3.171 0.861 7.216  0.01
C 1.882 0.777 7.633  -0.56
C 1.410 -0.552 8.169  -0.01
O 1.143 1.748 7.568  0.01
H 5.038 0.150 7.814  0.09
H 4.533 -0.321 6.183  0.07
H 3.811 -1.112 7.599  0.07
H 3.420 1.774 6.870  0.14
H 0.368 -0.461 8.459  0.08
H 1.495 -1.325 7.404  0.08
H 1.992 -0.839 9.046  0.08
C 4.489 0.030 1.444  -0.07
N 4.877 0.430 2.785  0.02
C 6.121 0.557 3.311  -0.55
C 7.295 0.249 2.419  0.00
O 6.254 0.913 4.475  0.01
H 3.908 0.837 0.991  0.08
H 3.863 -0.861 1.510  0.07
H 5.352 -0.180 0.821  0.08
H 4.145 0.649 3.441  0.12
H 8.213 0.398 2.978  0.08
H 7.255 -0.788 2.082  0.09
H 7.304 0.915 1.555  0.06
C -5.544 -6.254 2.264  -0.07
N -4.539 -5.661 1.402  0.01
C -4.722 -4.898 0.296  -0.53
C -6.140 -4.603 -0.126  -0.01
O -3.757 -4.472 -0.322  0.02
H -5.417 -5.879 3.280  0.08
H -5.419 -7.338 2.274  0.08
H -6.546 -6.018 1.923  0.07
H -3.568 -5.814 1.624  0.14
H -6.118 -3.986 -1.020  0.08
H -6.671 -5.528 -0.354  0.09
H -6.668 -4.060 0.659  0.09
C -3.358 4.381 3.449  -0.07
N -3.170 3.171 2.668  0.01
C -3.952 2.680 1.673  -0.54
C -5.186 3.464 1.301  0.00
O -3.652 1.638 1.109  0.02
H -2.495 5.036 3.316  0.08
H -3.438 4.121 4.506  0.09
H -4.254 4.911 3.146  0.07
H -2.366 2.597 2.865  0.13
H -5.700 2.946 0.497  0.07
H -5.861 3.541 2.154  0.09
H -4.914 4.462 0.956  0.09
C 6.949 4.369 -2.162  -0.08
N 7.593 3.130 -1.763  0.00
C 8.310 2.876 -0.637  -0.56
C 8.481 4.002 0.352  -0.01
O 8.790 1.769 -0.447  0.02
H 5.878 4.199 -2.285  0.08
H 7.362 4.702 -3.115  0.08
H 7.100 5.147 -1.421  0.07
H 7.519 2.335 -2.378  0.14
H 9.071 3.644 1.190  0.08
H 9.003 4.840 -0.110  0.08
H 7.511 4.334 0.725  0.09
C -2.285 0.133 -9.613  -0.08
N -2.538 -1.013 -8.760  0.01
C -1.643 -1.753 -8.053  -0.56
C -0.189 -1.362 -8.142  -0.01
O -2.021 -2.695 -7.375  0.02
H -2.835 0.996 -9.235  0.08
H -2.630 -0.084 -10.626  0.08
H -1.228 0.375 -9.646  0.07
H -3.489 -1.329 -8.654  0.14
H 0.393 -2.042 -7.527  0.08
H 0.164 -1.433 -9.171  0.08
H -0.043 -0.346 -7.773  0.08

Entry 3:
# C28H62N2O12S5

A 7-piece molecular cluster, C28H62N2O12S5 overall at a distorted geometry (ωB97M-V/def2-TZVPD, OMol25).

The frontier orbital gap is 8.78 eV. The energy is -111763.1709 eV. For the molecular weight, the calculation gives 779.14 Da. As for the SMILES: O=S1(=O)CCCC1.O=S1(=O)CCCC1.O=S1(=O)CCCC1.O=S1(=O)CCCC1.O=S1(=O)CCCC1.COC[C@H](C)N.COC[C@H](C)N. The LUMO energy comes out at 0.0 eV.

Each line ends with the Löwdin charge.
Geometry (Å):
O 9.799 5.732 3.448  -0.33
S 10.745 6.553 2.714  0.74
O 12.189 6.567 2.946  -0.37
C 10.539 6.650 0.875  -0.21
C 9.658 7.864 0.641  -0.24
C 10.113 9.024 1.558  -0.21
C 10.248 8.376 2.920  -0.20
H 10.284 5.662 0.491  0.10
H 11.526 6.823 0.443  0.10
H 9.679 8.144 -0.412  0.12
H 8.615 7.625 0.871  0.12
H 9.397 9.820 1.379  0.12
H 11.095 9.267 1.139  0.12
H 9.193 8.302 3.213  0.09
H 10.772 8.954 3.676  0.09
O 17.594 14.478 2.836  -0.31
S 18.385 14.572 4.024  0.66
O 19.797 14.873 3.914  -0.33
C 17.576 15.732 5.170  -0.19
C 17.152 14.886 6.410  -0.19
C 16.954 13.442 5.893  -0.24
C 18.182 13.093 5.062  -0.22
H 16.654 15.969 4.645  0.08
H 18.285 16.526 5.372  0.10
H 17.773 14.926 7.300  0.11
H 16.140 15.190 6.683  0.09
H 16.038 13.338 5.310  0.11
H 16.837 12.818 6.782  0.10
H 18.173 12.332 4.284  0.10
H 19.053 13.043 5.712  0.11
O 13.617 6.996 7.559  -0.32
S 13.764 8.158 6.713  0.68
O 12.579 8.940 6.391  -0.35
C 15.014 9.180 7.445  -0.25
C 15.968 9.481 6.290  -0.22
C 16.081 8.199 5.438  -0.22
C 14.669 7.658 5.150  -0.17
H 15.563 8.576 8.174  0.11
H 14.724 10.054 8.024  0.10
H 15.340 10.172 5.710  0.11
H 16.893 9.981 6.558  0.11
H 16.675 7.401 5.890  0.12
H 16.605 8.367 4.496  0.11
H 14.513 6.587 5.219  0.10
H 14.240 8.145 4.280  0.10
O 10.540 18.483 4.737  -0.33
S 10.893 17.092 4.477  0.69
O 9.883 16.126 4.112  -0.33
C 12.293 17.051 3.331  -0.24
C 13.562 17.248 4.167  -0.21
C 13.423 16.245 5.315  -0.20
C 11.956 16.372 5.801  -0.20
H 12.143 17.813 2.567  0.11
H 12.262 16.062 2.869  0.11
H 14.420 17.157 3.503  0.11
H 13.489 18.287 4.501  0.12
H 14.053 16.373 6.194  0.09
H 13.546 15.230 4.933  0.11
H 11.912 16.947 6.723  0.09
H 11.531 15.382 5.948  0.06
O 7.315 9.484 7.919  -0.33
S 7.698 8.972 6.610  0.68
O 7.721 9.804 5.424  -0.34
C 9.118 7.874 6.740  -0.22
C 8.533 6.462 6.678  -0.19
C 7.050 6.521 7.134  -0.21
C 6.497 7.691 6.386  -0.26
H 9.657 8.105 7.664  0.11
H 9.923 8.174 6.064  0.08
H 8.572 6.219 5.614  0.09
H 9.105 5.751 7.268  0.12
H 7.083 6.870 8.173  0.11
H 6.560 5.555 7.084  0.12
H 5.493 8.057 6.579  0.12
H 6.582 7.560 5.296  0.11
C 13.298 12.992 8.166  -0.10
O 12.073 13.315 7.564  -0.19
C 11.437 12.281 6.841  -0.22
C 10.158 12.711 6.176  -0.43
C 8.972 12.989 7.152  -0.03
N 9.786 11.840 5.065  0.05
H 13.637 13.876 8.708  0.07
H 14.088 12.700 7.461  0.07
H 13.098 12.188 8.885  0.09
H 12.131 11.864 6.099  0.12
H 11.259 11.372 7.436  0.13
H 10.333 13.694 5.722  0.11
H 9.258 13.779 7.846  0.07
H 8.799 12.115 7.787  0.07
H 8.127 13.167 6.495  0.08
H 9.764 10.854 5.288  0.03
H 8.830 12.073 4.829  0.06
C 13.655 17.285 9.446  -0.12
O 15.004 17.545 9.765  -0.20
C 15.534 16.579 10.682  -0.20
C 17.037 16.871 10.752  -0.46
C 17.791 15.796 11.551  -0.06
N 17.190 18.183 11.371  0.04
H 13.454 16.359 8.900  0.07
H 13.395 18.124 8.796  0.09
H 12.982 17.365 10.305  0.09
H 14.957 16.577 11.608  0.13
H 15.420 15.590 10.212  0.11
H 17.441 16.821 9.731  0.13
H 17.737 14.819 11.074  0.07
H 17.502 15.762 12.601  0.08
H 18.841 16.107 11.548  0.07
H 18.199 18.326 11.377  0.07
H 16.735 18.866 10.776  0.07

Entry 4:
# C28H62N5O5

A 5-piece molecular cluster, C28H62N5O5 overall at a distorted geometry (ωB97M-V/def2-TZVPD, OMol25).

Its total charge is +3. The frontier orbital gap is 5.04 eV. The energy is -47695.1096 eV. For the molecular weight, the calculation gives 548.83 Da. The LUMO energy comes out at -10.6 eV.

Each line ends with the Löwdin charge.
Geometry (Å):
N 0.143 0.548 -0.701  -0.64
O 0.392 1.410 -1.498  0.02
O -0.879 -0.117 -0.724  -0.04
O 0.964 0.182 0.167  -0.07
C -3.912 -0.549 0.392  0.00
C -4.897 -1.461 -0.156  -0.39
O -4.976 -1.545 -1.353  0.17
N -5.894 -2.061 0.793  0.12
H -5.472 -2.873 1.220  0.19
H -5.999 -1.425 1.571  0.17
C -7.263 -2.254 0.181  0.05
H -4.176 0.045 1.267  0.09
H -3.487 0.161 -0.317  0.11
H -3.082 -1.166 0.736  0.09
H -7.775 -1.292 0.174  0.12
H -7.856 -2.981 0.738  0.12
H -7.247 -2.478 -0.885  0.10
C -0.407 3.144 4.319  0.01
C -0.127 2.552 2.941  -0.41
C 1.444 2.531 2.695  -0.10
C 2.157 1.479 3.507  -0.20
C 1.703 0.076 3.360  -0.14
C 0.201 -0.089 3.561  -0.37
N -0.580 1.107 2.864  0.20
O -1.874 0.834 2.265  0.09
C -0.224 -0.121 5.091  0.03
C -0.163 -1.416 2.949  -0.05
C -0.806 3.303 1.785  -0.01
H -1.434 3.343 4.628  0.11
H 0.092 4.113 4.303  0.11
H 0.052 2.689 5.196  0.08
H 1.928 3.507 2.706  0.14
H 1.566 2.288 1.640  0.08
H 2.158 1.730 4.568  0.12
H 3.231 1.422 3.334  0.13
H 2.384 -0.539 3.949  0.16
H 1.970 -0.126 2.323  0.11
H -1.304 -0.019 5.197  0.10
H 0.361 0.551 5.719  0.09
H -0.041 -1.115 5.498  0.10
H 0.015 -1.670 1.904  0.07
H -1.225 -1.649 3.028  0.08
H 0.246 -2.281 3.472  0.11
H -1.875 3.094 1.751  0.08
H -0.523 2.817 0.852  0.08
H -0.671 4.383 1.839  0.11
C 1.176 5.648 -0.700  -0.09
C 2.315 4.865 -1.413  -0.20
C 2.812 3.636 -0.631  -0.11
N 3.803 2.591 -1.258  -0.17
C 3.394 1.959 -2.580  0.05
C 4.184 1.452 -0.254  -0.11
C 5.600 1.034 -0.504  -0.15
C 6.253 2.097 -1.414  -0.13
C 5.235 3.241 -1.258  -0.08
H 1.430 6.109 0.255  0.08
H 0.267 5.102 -0.448  0.06
H 0.780 6.434 -1.343  0.09
H 2.955 5.610 -1.886  0.12
H 1.798 4.474 -2.290  0.10
H 1.976 3.110 -0.170  0.09
H 3.221 4.079 0.278  0.12
H 2.543 1.310 -2.371  0.08
H 4.274 1.485 -3.014  0.11
H 3.106 2.677 -3.348  0.11
H 3.456 0.657 -0.417  0.11
H 4.059 1.805 0.769  0.12
H 5.717 -0.006 -0.812  0.13
H 6.071 1.139 0.473  0.12
H 6.506 1.835 -2.442  0.12
H 7.228 2.367 -1.009  0.12
H 5.285 4.111 -1.912  0.14
H 5.315 3.689 -0.267  0.13
C -4.880 -4.242 -3.417  -0.07
C -3.538 -4.403 -2.659  -0.22
C -2.455 -3.438 -3.169  -0.08
N -0.912 -3.712 -2.716  -0.19
C -0.523 -5.120 -3.233  0.04
C 0.014 -2.490 -3.062  -0.07
C 1.270 -2.608 -2.170  -0.12
C 0.613 -3.233 -0.936  -0.16
C -0.826 -3.554 -1.234  -0.15
H -5.420 -5.177 -3.262  0.08
H -4.790 -4.013 -4.479  0.09
H -5.569 -3.518 -2.983  0.05
H -3.162 -5.380 -2.963  0.10
H -3.611 -4.272 -1.579  0.10
H -2.659 -2.404 -2.891  0.12
H -2.417 -3.417 -4.258  0.13
H -1.055 -5.905 -2.695  0.10
H 0.481 -5.435 -2.950  0.10
H -0.687 -5.310 -4.294  0.12
H 0.294 -2.404 -4.112  0.14
H -0.627 -1.700 -2.672  0.11
H 1.900 -3.349 -2.661  0.12
H 1.639 -1.593 -2.021  0.11
H 1.139 -4.153 -0.678  0.12
H 0.860 -2.506 -0.163  0.10
H -1.144 -4.460 -0.717  0.14
H -1.539 -2.798 -0.906  0.11

Question: What is the frontier orbital gap in the third record?
Answer: 8.78 eV